(1)
ORCA calculation (wB97M-V/def2-TZVPD) on a molecular structure, C37H71B2Cl12F3I2N2O5P at a distorted geometry.

Calculated values
- Net charge: +1
- Kohn-Sham gap: 8.10 eV

Each line ends with the Löwdin charge.
Positions of all 135 atoms, in Å:
C (-0.24, -0.72, 5.50)  -0.115
C (-0.90, 0.55, 4.97)  -0.207
C (-1.31, 0.57, 3.47)  -0.155
C (-0.43, -0.32, 2.56)  -0.245
C (-1.02, -1.74, 2.64)  -0.045
C (-0.13, 0.20, 1.09)  -0.160
C (-1.36, 0.98, 0.62)  -0.205
C (-2.73, 0.27, 0.64)  -0.122
C (-3.61, 0.80, -0.48)  -0.176
F (-3.52, 2.18, -0.56)  -0.054
N (-0.08, -1.01, 0.14)  0.113
B (-0.20, -0.80, -1.40)  -0.758
O (-0.67, -1.87, -2.10)  0.206
O (0.15, 0.34, -1.98)  0.031
C (-0.52, 0.77, -3.19)  -0.004
C (1.04, -2.05, 0.32)  -0.342
P (0.30, -3.78, 0.50)  1.063
C (1.22, -4.75, -0.76)  -0.402
C (1.35, -4.15, -2.16)  -0.168
C (1.00, -4.50, 2.04)  -0.404
C (1.01, -6.04, 1.94)  -0.148
C (2.00, -1.58, 1.38)  -0.125
C (2.46, -0.10, 1.20)  -0.060
B (3.59, -0.42, 0.09)  -0.482
O (4.86, -0.58, 0.58)  0.154
C (3.35, -0.81, -1.42)  -0.131
C (4.11, 0.05, -2.45)  -0.075
C (1.32, 1.02, 1.13)  -0.158
C (1.69, 2.03, -0.03)  -0.510
I (0.15, 3.50, -0.62)  1.127
C (2.86, 3.04, 0.26)  -0.733
C (4.28, 2.63, 0.63)  -0.197
I (3.19, 4.16, -1.62)  0.842
N (1.32, 1.82, 2.42)  0.134
C (0.84, 3.11, 2.65)  -0.578
O (1.46, 3.94, 3.19)  0.225
F (-0.42, 3.27, 2.32)  0.071
C (2.30, 1.57, 3.44)  -0.489
O (2.08, 1.06, 4.45)  0.253
F (3.52, 2.02, 3.13)  0.155
H (0.25, -0.49, 6.45)  0.063
H (-0.97, -1.50, 5.73)  0.082
H (0.52, -1.14, 4.85)  0.026
H (-1.81, 0.73, 5.55)  0.114
H (-0.27, 1.41, 5.16)  0.093
H (-1.39, 1.60, 3.18)  0.090
H (-2.34, 0.19, 3.42)  0.107
H (0.52, -0.42, 3.09)  0.086
H (-1.54, -1.83, 3.59)  0.094
H (-1.78, -1.96, 1.89)  0.073
H (-0.26, -2.50, 2.65)  0.024
H (-1.24, 1.34, -0.40)  0.009
H (-1.48, 1.90, 1.16)  0.068
H (-2.72, -0.81, 0.50)  0.109
H (-3.27, 0.47, 1.57)  0.118
H (-3.37, 0.36, -1.46)  0.116
H (-4.65, 0.55, -0.27)  0.128
H (-0.93, -1.56, 0.31)  0.091
H (-1.45, -2.33, -1.75)  0.109
H (-0.39, 1.84, -3.25)  0.022
H (-1.58, 0.53, -3.14)  0.097
H (-0.05, 0.31, -4.06)  0.111
H (1.58, -2.16, -0.61)  0.060
H (0.70, -5.71, -0.84)  0.051
H (2.23, -4.96, -0.38)  0.088
H (0.37, -4.04, -2.62)  0.034
H (1.88, -4.87, -2.79)  0.053
H (1.91, -3.22, -2.20)  0.052
H (0.37, -4.24, 2.89)  0.065
H (2.03, -4.16, 2.21)  0.081
H (1.93, -6.39, 1.47)  0.071
H (1.01, -6.46, 2.94)  0.078
H (0.15, -6.43, 1.40)  0.070
H (2.90, -2.20, 1.25)  0.141
H (1.68, -1.78, 2.40)  0.107
H (3.02, 0.02, 2.13)  0.123
H (5.55, -0.09, 0.11)  0.101
H (3.74, -1.83, -1.50)  0.122
H (2.31, -0.87, -1.75)  0.068
H (4.39, -0.57, -3.30)  0.083
H (5.04, 0.46, -2.07)  0.049
H (3.48, 0.84, -2.84)  0.062
H (1.86, 1.57, -1.00)  0.039
H (2.53, 3.87, 0.88)  0.028
H (4.35, 1.80, 1.30)  0.047
H (4.76, 3.48, 1.11)  0.097
H (4.88, 2.43, -0.26)  -0.011
Cl (7.54, 2.36, -0.97)  0.565
C (8.42, 2.49, -2.52)  -0.638
C (7.78, 3.49, -3.46)  -0.648
Cl (6.20, 2.91, -4.05)  0.530
H (8.46, 1.50, -2.96)  0.069
H (9.43, 2.82, -2.28)  0.076
H (8.42, 3.62, -4.32)  0.077
H (7.63, 4.45, -2.98)  0.072
Cl (-7.43, 3.00, 1.24)  0.543
C (-6.20, 3.91, 0.33)  -0.669
C (-6.80, 4.76, -0.76)  -0.651
Cl (-7.49, 3.76, -2.07)  0.541
H (-5.49, 3.19, -0.08)  0.031
H (-5.67, 4.55, 1.04)  0.076
H (-6.03, 5.38, -1.21)  0.072
H (-7.59, 5.40, -0.38)  0.071
Cl (-1.64, 6.08, -6.40)  0.558
C (-1.87, 5.22, -4.86)  -0.666
C (-0.56, 4.94, -4.17)  -0.669
Cl (0.44, 3.76, -5.06)  0.551
H (-2.41, 4.30, -5.07)  0.067
H (-2.48, 5.85, -4.22)  0.074
H (-0.74, 4.53, -3.18)  -0.017
H (0.03, 5.85, -4.07)  0.073
Cl (2.02, -1.72, 8.86)  0.549
C (3.69, -1.80, 8.23)  -0.655
C (3.77, -1.40, 6.78)  -0.647
Cl (2.96, -2.60, 5.73)  0.538
H (4.05, -2.81, 8.39)  0.069
H (4.29, -1.11, 8.83)  0.076
H (4.81, -1.35, 6.46)  0.075
H (3.29, -0.44, 6.61)  0.057
Cl (-10.87, -0.18, -2.30)  0.535
C (-10.26, 1.16, -3.31)  -0.679
C (-11.31, 1.69, -4.25)  -0.666
Cl (-11.72, 0.52, -5.53)  0.537
H (-9.39, 0.80, -3.85)  0.065
H (-9.95, 1.95, -2.62)  0.042
H (-10.94, 2.59, -4.74)  0.072
H (-12.23, 1.94, -3.72)  0.069
Cl (-2.51, -5.09, -2.91)  0.542
C (-1.98, -5.76, -4.48)  -0.639
C (-1.34, -7.12, -4.34)  -0.633
Cl (0.20, -7.01, -3.46)  0.597
H (-1.28, -5.05, -4.92)  0.069
H (-2.86, -5.83, -5.12)  0.077
H (-1.13, -7.54, -5.32)  0.079
H (-1.98, -7.81, -3.79)  0.072

***

(2)
ORCA calculation (wB97M-V/def2-TZVPD) on a single C4H6O2 molecule.

Calculated values
- Kohn-Sham gap: 9.15 eV
- Energy relative to the best compared isomer or geometry (same formula, charge and spin): 115.04 kcal/mol

Each line ends with the Löwdin charge.
Positions of all 12 atoms, in Å:
C (-1.48, -0.86, 0.34)  -0.027
C (0.71, 0.03, -0.71)  -0.025
C (-0.13, 1.14, -0.27)  -0.103
O (-0.32, -0.03, 0.60)  -0.184
C (2.06, -0.10, -0.22)  -0.325
O (3.02, 0.44, -0.75)  0.003
H (-1.69, -1.37, 1.28)  0.099
H (-2.33, -0.23, 0.05)  0.097
H (-1.23, -1.57, -0.45)  0.098
H (0.25, 1.97, 0.33)  0.131
H (-1.03, 1.40, -0.83)  0.115
H (2.18, -0.83, 0.61)  0.122

***

(3)
ORCA calculation (wB97M-V/def2-TZVPD) on a molecular structure, C32H27ClGaNO2P2S2 at a distorted geometry.

Calculated values
- Kohn-Sham gap: 7.50 eV

Each line ends with the Löwdin charge.
Positions of all 68 atoms, in Å:
Ga (3.73, -16.95, 12.73)  0.279
S (2.90, -13.22, 12.40)  0.249
P (4.67, -13.88, 11.95)  0.345
C (5.05, -15.46, 12.53)  -0.605
P (6.17, -16.14, 13.63)  0.598
S (5.18, -17.94, 14.17)  0.487
C (7.83, -16.70, 13.15)  -0.368
C (8.19, -16.67, 11.84)  -0.088
C (9.29, -17.41, 11.41)  -0.069
C (10.02, -18.16, 12.32)  -0.084
C (9.65, -18.24, 13.65)  -0.058
C (8.54, -17.48, 14.05)  -0.102
C (6.46, -15.18, 15.14)  -0.326
C (7.72, -14.56, 15.36)  -0.097
C (8.00, -13.93, 16.56)  -0.087
C (7.06, -13.86, 17.61)  -0.077
C (5.81, -14.41, 17.39)  -0.080
C (5.52, -15.03, 16.16)  -0.071
C (5.93, -12.72, 12.55)  -0.325
C (7.29, -12.77, 12.19)  -0.113
C (8.24, -12.00, 12.78)  -0.104
C (7.90, -11.07, 13.79)  -0.096
C (6.60, -10.97, 14.15)  -0.099
C (5.60, -11.81, 13.60)  -0.076
C (5.05, -13.83, 10.05)  -0.305
C (4.46, -12.87, 9.26)  -0.085
C (4.65, -12.87, 7.88)  -0.076
C (5.57, -13.74, 7.32)  -0.072
C (6.27, -14.63, 8.15)  -0.084
C (5.96, -14.66, 9.47)  -0.177
H (7.56, -16.20, 11.12)  0.060
H (9.58, -17.35, 10.36)  0.109
H (10.94, -18.67, 12.02)  0.108
H (10.17, -18.86, 14.36)  0.104
H (8.16, -17.57, 15.06)  0.108
H (8.53, -14.60, 14.58)  0.118
H (9.04, -13.62, 16.70)  0.105
H (7.34, -13.45, 18.60)  0.112
H (5.05, -14.37, 18.15)  0.097
H (4.63, -15.71, 16.06)  0.107
H (7.61, -13.53, 11.45)  0.107
H (9.31, -12.10, 12.52)  0.111
H (8.66, -10.39, 14.20)  0.110
H (6.35, -10.25, 14.90)  0.098
H (4.56, -11.76, 13.97)  0.067
H (3.63, -12.25, 9.71)  0.103
H (4.09, -12.25, 7.27)  0.081
H (5.76, -13.66, 6.26)  0.097
H (7.03, -15.37, 7.85)  0.110
H (6.30, -15.43, 10.15)  0.054
Cl (5.56, -21.73, 10.37)  0.680
C (5.13, -20.05, 10.16)  -0.606
C (5.51, -19.39, 9.00)  -0.074
C (5.03, -18.15, 8.76)  -0.035
C (4.34, -17.50, 9.76)  -0.073
N (4.10, -18.12, 10.92)  0.023
C (4.51, -19.34, 11.14)  -0.175
H (6.10, -19.90, 8.27)  0.111
H (5.27, -17.70, 7.81)  0.116
H (4.09, -16.44, 9.74)  0.116
H (4.42, -19.84, 12.14)  0.116
C (0.33, -17.41, 15.04)  0.005
O (1.60, -16.90, 14.41)  -0.122
C (1.96, -17.57, 13.31)  -0.565
O (1.33, -18.51, 12.89)  0.030
H (0.34, -16.83, 15.93)  0.074
H (0.39, -18.46, 15.18)  0.073
H (-0.49, -17.19, 14.32)  0.107

***

(4)
ORCA calculation (wB97M-V/def2-TZVPD) on a molecular structure, C30H22N7O3Pd at a distorted geometry.

Calculated values
- Net charge: +1
- Kohn-Sham gap (spin up / spin down): 4.48 / 5.84 eV
- ⟨S²⟩: 6.025
- Multiplicity: 5
- Energy relative to the best compared isomer or geometry (same formula, charge and spin): 11.74 kcal/mol

Each line ends with the Löwdin charge.
Positions of all 63 atoms, in Å:
Pd (0.46, -1.25, 0.28)  1.239
C (4.51, -1.30, 1.42)  0.004
C (3.02, -1.31, 1.35)  -0.245
N (2.39, -1.32, 0.21)  -0.131
N (2.94, -1.31, -0.99)  0.105
C (2.01, -1.29, -1.96)  -0.384
O (0.74, -1.29, -1.73)  -0.108
C (2.47, -1.28, -3.35)  -0.156
C (3.82, -1.28, -3.67)  -0.020
C (4.22, -1.25, -4.99)  -0.064
C (3.26, -1.23, -6.00)  -0.059
C (1.91, -1.24, -5.69)  -0.060
C (1.51, -1.26, -4.37)  -0.009
C (2.15, -1.30, 2.51)  -0.192
C (2.62, -1.26, 3.82)  0.022
C (1.72, -1.22, 4.87)  -0.012
C (0.35, -1.25, 4.60)  -0.013
C (-0.05, -1.31, 3.29)  -0.078
N (0.81, -1.34, 2.28)  -0.016
H (4.92, -1.30, 0.41)  0.079
H (4.88, -2.18, 1.96)  0.101
H (4.87, -0.41, 1.95)  0.100
H (4.55, -1.29, -2.87)  0.108
H (5.27, -1.24, -5.25)  0.110
H (3.58, -1.21, -7.04)  0.111
H (1.17, -1.22, -6.48)  0.111
H (0.46, -1.27, -4.10)  0.117
H (3.68, -1.26, 4.00)  0.124
H (2.07, -1.17, 5.89)  0.126
H (-0.38, -1.22, 5.40)  0.122
H (-1.10, -1.33, 3.02)  0.124
N (-6.99, 6.02, 0.37)  0.170
C (-6.16, 5.22, 0.36)  -0.180
C (-5.13, 4.22, 0.34)  -0.226
C (-4.13, 4.24, 1.32)  -0.011
C (-3.14, 3.27, 1.30)  -0.024
C (-3.12, 2.28, 0.32)  -0.205
C (-4.12, 2.28, -0.66)  -0.022
C (-5.11, 3.24, -0.65)  -0.008
C (-2.04, 1.25, 0.31)  -0.084
C (-2.42, -0.10, 0.38)  -0.195
C (-3.76, -0.62, 0.51)  -0.007
C (-3.69, -1.98, 0.45)  -0.045
C (-2.33, -2.31, 0.32)  -0.122
N (-1.57, -1.19, 0.30)  -0.078
C (-0.71, 1.72, 0.22)  -0.182
C (-0.29, 3.08, -0.05)  0.000
C (1.08, 3.09, -0.06)  -0.042
C (1.50, 1.76, 0.19)  -0.107
N (0.43, 0.96, 0.36)  0.016
H (-4.15, 5.00, 2.09)  0.124
H (-2.38, 3.28, 2.07)  0.124
H (-4.10, 1.54, -1.44)  0.126
H (-5.88, 3.25, -1.42)  0.125
H (-4.65, -0.02, 0.64)  0.115
H (-4.50, -2.69, 0.50)  0.109
H (-1.89, -3.29, 0.25)  0.097
H (-0.95, 3.90, -0.25)  0.118
H (1.73, 3.94, -0.22)  0.110
H (2.51, 1.39, 0.25)  0.108
O (-0.16, -5.06, 1.77)  0.162
N (0.67, -4.52, 1.14)  -0.151
O (0.63, -3.75, 0.23)  0.022

***

(5)
ORCA calculation (wB97M-V/def2-TZVPD) on 10 unconnected molecules or ions with the total composition C30H55Cl10N5 at a distorted geometry.

Calculated values
- Kohn-Sham gap: 10.55 eV
- Energy relative to the best compared isomer or geometry (same formula, charge and spin): 54.41 kcal/mol
- SMILES: CCCC#N.CCCC#N.CCCC#N.CCCC#N.CCCC#N.ClCCCl.ClCCCl.ClCCCl.ClCCCl.ClCCCl

Each line ends with the Löwdin charge.
Positions of all 100 atoms, in Å:
C (-1.09, 4.98, -7.87)  -0.097
C (-2.34, 5.81, -8.25)  -0.249
C (-2.75, 5.66, -9.72)  -0.208
C (-1.76, 6.18, -10.65)  -0.229
N (-0.86, 6.49, -11.35)  0.137
H (-1.39, 3.93, -7.84)  0.070
H (-0.70, 5.17, -6.87)  0.068
H (-0.29, 5.10, -8.59)  0.067
H (-2.22, 6.87, -8.02)  0.106
H (-3.15, 5.49, -7.60)  0.102
H (-3.65, 6.23, -9.96)  0.112
H (-3.09, 4.66, -9.99)  0.122
C (-5.99, 5.89, -1.45)  -0.110
C (-4.98, 6.33, -2.48)  -0.287
C (-3.60, 5.72, -2.34)  -0.183
C (-3.15, 5.67, -0.94)  -0.233
N (-2.79, 5.62, 0.18)  0.137
H (-6.15, 4.81, -1.52)  0.080
H (-6.94, 6.41, -1.56)  0.078
H (-5.47, 6.10, -0.51)  0.060
H (-5.05, 7.41, -2.52)  0.110
H (-5.38, 6.01, -3.44)  0.104
H (-2.86, 6.30, -2.90)  0.120
H (-3.67, 4.68, -2.64)  0.124
C (-4.18, -2.93, -7.71)  -0.131
C (-3.57, -2.89, -6.34)  -0.233
C (-3.04, -1.43, -5.95)  -0.171
C (-3.99, -0.33, -6.06)  -0.249
N (-4.79, 0.48, -6.17)  0.140
H (-4.94, -2.16, -7.85)  0.067
H (-4.64, -3.88, -7.99)  0.075
H (-3.45, -2.66, -8.47)  0.075
H (-2.72, -3.58, -6.36)  0.104
H (-4.30, -3.16, -5.58)  0.106
H (-2.21, -1.19, -6.63)  0.110
H (-2.60, -1.52, -4.96)  0.108
C (-1.76, 3.75, 9.46)  -0.111
C (-2.54, 3.81, 8.13)  -0.250
C (-1.74, 4.45, 6.99)  -0.185
C (-0.57, 3.61, 6.51)  -0.208
N (0.30, 2.96, 6.13)  0.122
H (-2.41, 3.49, 10.30)  0.067
H (-1.32, 4.70, 9.77)  0.068
H (-0.92, 3.07, 9.41)  0.069
H (-3.44, 4.41, 8.24)  0.103
H (-2.83, 2.77, 7.93)  0.107
H (-1.35, 5.42, 7.30)  0.111
H (-2.39, 4.74, 6.16)  0.111
C (2.47, -8.83, 5.18)  -0.107
C (3.87, -8.19, 5.30)  -0.236
C (3.88, -6.76, 4.73)  -0.203
C (3.49, -6.59, 3.29)  -0.213
N (3.17, -6.48, 2.17)  0.121
H (2.42, -9.83, 5.61)  0.063
H (2.08, -8.98, 4.17)  0.071
H (1.73, -8.38, 5.84)  0.072
H (4.71, -8.70, 4.82)  0.108
H (4.13, -8.14, 6.36)  0.105
H (4.89, -6.37, 4.77)  0.110
H (3.28, -6.07, 5.32)  0.112
Cl (-2.84, -2.70, 7.80)  0.583
C (-1.25, -3.32, 7.67)  -0.725
C (-0.33, -2.36, 6.86)  -0.646
Cl (-0.90, -2.26, 5.17)  0.524
H (-1.33, -4.21, 7.06)  0.057
H (-0.85, -3.41, 8.69)  0.072
H (0.63, -2.86, 6.78)  0.060
H (-0.24, -1.36, 7.30)  0.072
Cl (7.85, 1.74, -5.93)  0.547
C (7.21, 0.14, -5.58)  -0.676
C (7.88, -0.43, -4.33)  -0.681
Cl (9.62, -0.65, -4.50)  0.540
H (7.44, -0.42, -6.48)  0.061
H (6.12, 0.14, -5.48)  0.076
H (7.54, -1.46, -4.21)  0.061
H (7.68, 0.15, -3.43)  0.072
Cl (1.32, 1.59, -1.81)  0.489
C (1.11, 0.58, -0.30)  -0.610
C (2.25, -0.41, -0.11)  -0.625
Cl (3.84, 0.36, 0.35)  0.482
H (0.22, -0.03, -0.44)  0.067
H (0.85, 1.29, 0.49)  0.072
H (2.53, -0.83, -1.08)  0.049
H (1.99, -1.23, 0.56)  0.076
Cl (-2.69, -7.48, -2.39)  0.517
C (-1.62, -7.09, -1.03)  -0.650
C (-2.39, -6.21, 0.02)  -0.631
Cl (-2.82, -4.65, -0.73)  0.513
H (-0.81, -6.58, -1.56)  0.054
H (-1.27, -8.03, -0.61)  0.067
H (-1.72, -5.94, 0.84)  0.061
H (-3.27, -6.74, 0.39)  0.068
Cl (8.05, 2.52, 5.97)  0.494
C (6.43, 1.82, 5.65)  -0.618
C (6.58, 0.27, 5.45)  -0.695
Cl (7.45, -0.52, 6.74)  0.553
H (5.96, 2.37, 4.83)  0.068
H (5.79, 2.11, 6.48)  0.062
H (7.06, 0.09, 4.49)  0.069
H (5.56, -0.10, 5.41)  0.066

***

(6)
ORCA calculation (wB97M-V/def2-TZVPD) on 9 unconnected molecules or ions with the total composition H18O9 at a distorted geometry.

Calculated values
- Kohn-Sham gap: 10.03 eV
- Energy relative to the best compared isomer or geometry (same formula, charge and spin): 116.33 kcal/mol
- SMILES: O.O.O.O.O.O.O.O.O

Each line ends with the Löwdin charge.
Positions of all 27 atoms, in Å:
O (42.41, -10.07, -13.10)  -0.157
H (41.66, -9.67, -12.67)  0.011
H (42.24, -9.79, -14.20)  0.071
O (38.71, -10.11, -15.28)  -0.090
H (39.53, -10.49, -15.14)  -0.084
H (38.07, -10.86, -15.69)  0.125
O (42.29, -13.69, -12.69)  -0.129
H (42.74, -13.85, -13.63)  0.138
H (42.87, -13.72, -11.85)  0.112
O (40.46, -13.07, -16.21)  -0.055
H (41.45, -13.36, -16.28)  0.105
H (40.40, -12.92, -15.35)  -0.113
O (39.81, -14.72, -12.47)  -0.097
H (39.68, -15.03, -11.55)  0.057
H (40.66, -14.23, -12.55)  -0.013
O (40.47, -11.60, -14.13)  -0.067
H (41.12, -11.12, -13.62)  -0.009
H (39.83, -11.87, -13.50)  0.017
O (37.92, -9.66, -12.29)  -0.109
H (38.12, -10.57, -12.44)  -0.108
H (38.81, -9.28, -11.88)  0.091
O (38.08, -12.05, -12.65)  -0.066
H (38.25, -13.01, -12.66)  0.060
H (37.45, -12.19, -13.42)  0.126
O (42.38, -9.92, -15.68)  -0.007
H (43.09, -9.12, -15.78)  0.191
H (41.56, -9.64, -15.93)  0.001